The following is a DFT calculation (ωB97M-V/def2-TZVPD) of a cluster of 2 separate species, C4H12 in total.

For the strongest force on any atom, the calculation gives 1.83 eV/A. As for the HOMO energy: -11.456 eV.

Last column: Mulliken charge in e.
Element x y z (Å)
C1 0.14291 1.79148 1.21396  -0.72
C2 -0.66764 1.99265 -0.06557  -0.91
H1 0.16915 0.77049 1.59337  0.23
H2 1.19347 1.94929 0.95836  0.23
H3 -0.12541 2.53674 1.96226  0.31
H4 -0.17000 1.78162 -1.01303  0.26
H5 -1.00658 3.03397 -0.10382  0.35
H6 -1.60963 1.44370 -0.03226  0.27
C3 -0.17828 -1.40945 -0.97746  -0.61
C4 0.68825 -2.39076 -0.17690  -0.94
H7 -0.75577 -0.83703 -0.25436  0.07
H8 0.41715 -0.71463 -1.57291  0.19
H9 -0.90257 -1.84981 -1.65122  0.40
H10 0.21418 -3.35133 -0.30891  0.28
H11 0.64424 -2.22956 0.89258  0.28
H12 1.66000 -2.66257 -0.59131  0.31

Cartesian forces (eV/Å) of the 2 atoms listed first:
1.1 0.0 -0.8
-1.0 0.5 0.3



The following is a DFT calculation (ωB97M-V/def2-TZVPD) of a cluster of 2 separate species, C4H12 in total.

For the strongest force on any atom, the calculation gives 1.92 eV/A. As for the HOMO energy: -11.504 eV.

Last column: Mulliken charge in e.
Element x y z (Å)
C1 1.38023 -1.16671 1.58572  -0.68
C2 1.70711 0.27651 1.15124  -0.79
H1 0.57381 -1.57995 0.98621  0.21
H2 2.33653 -1.62221 1.34303  0.23
H3 1.18368 -1.23334 2.64963  0.28
H4 2.19760 0.80147 1.97339  0.32
H5 0.94059 0.99004 0.82130  0.16
H6 2.35271 0.26796 0.27256  0.27
C3 -1.54194 1.18059 -1.41680  -0.88
C4 -1.58342 -0.32177 -1.29551  -0.79
H7 -1.28263 1.69836 -0.47892  0.25
H8 -0.77659 1.66528 -2.02569  0.29
H9 -2.51571 1.55711 -1.72853  0.30
H10 -1.93477 -0.77000 -0.37201  0.25
H11 -0.61297 -0.72668 -1.57936  0.23
H12 -2.27514 -0.71912 -2.04491  0.34

Cartesian forces (eV/Å) of the 2 atoms listed first:
0.4 1.3 -0.8
-0.2 0.9 -0.1



The following is a DFT calculation (ωB97M-V/def2-TZVPD) of a cluster of 2 separate species, C4H12 in total.

For the strongest force on any atom, the calculation gives 0.85 eV/A. As for the HOMO energy: -11.587 eV.

Last column: Mulliken charge in e.
Element x y z (Å)
C1 -0.51508 1.39088 -0.78835  -0.73
C2 -1.08646 2.53859 -1.61926  -1.00
H1 -1.30918 0.67155 -0.60409  0.25
H2 0.32088 0.90260 -1.28697  0.26
H3 -0.23892 1.65464 0.23055  0.32
H4 -0.32696 3.28463 -1.85577  0.29
H5 -1.99230 2.95939 -1.20072  0.32
H6 -1.41397 2.11027 -2.56554  0.29
C3 0.61059 -1.96702 0.47249  -0.68
C4 0.97136 -1.89818 1.95548  -0.86
H7 -0.40104 -1.61968 0.27629  0.18
H8 1.30456 -1.39399 -0.15485  0.20
H9 0.77791 -2.97160 0.07960  0.33
H10 1.60030 -1.02947 2.18497  0.25
H11 0.10846 -1.88635 2.62099  0.28
H12 1.58986 -2.74626 2.25518  0.29

Cartesian forces (eV/Å) of the 2 atoms listed first:
-0.6 0.1 0.4
0.3 -0.7 -0.4



The following is a DFT calculation (ωB97M-V/def2-TZVPD) of a cluster of 2 separate species, C4H12 in total.

For the strongest force on any atom, the calculation gives 1.67 eV/A. As for the HOMO energy: -11.617 eV.

Last column: Mulliken charge in e.
Element x y z (Å)
C1 -0.71195 0.58727 -1.70166  -0.72
C2 -2.23808 0.65899 -1.72065  -0.89
H1 -0.31489 1.10015 -2.58278  0.33
H2 -0.41921 1.26959 -0.90012  0.22
H3 -0.26408 -0.39686 -1.63591  0.23
H4 -2.68410 0.26132 -0.80810  0.27
H5 -2.72322 0.05467 -2.49291  0.29
H6 -2.52368 1.69530 -1.88920  0.27
C3 0.95021 -1.13450 1.37402  -0.66
C4 2.02013 -0.20244 1.98265  -0.89
H7 1.08435 -2.09145 1.86499  0.34
H8 -0.03322 -0.79626 1.68645  0.24
H9 1.10371 -1.21077 0.30377  0.12
H10 2.30283 0.61357 1.31695  0.28
H11 2.84253 -0.75516 2.36701  0.30
H12 1.60869 0.34658 2.83551  0.26

Cartesian forces (eV/Å) of the 2 atoms listed first:
-0.4 1.2 -0.3
-0.2 -0.7 -0.3



The following is a DFT calculation (ωB97M-V/def2-TZVPD) of a cluster of 2 separate species, C4H12 in total.

For the strongest force on any atom, the calculation gives 3.17 eV/A. As for the HOMO energy: -11.285 eV.

Last column: Mulliken charge in e.
Element x y z (Å)
C1 1.91667 0.46742 -0.97987  -0.41
C2 2.54417 -0.87858 -0.61495  -0.86
H1 2.52648 1.39318 -0.95665  0.31
H2 1.71708 0.43333 -2.07202  0.24
H3 1.00371 0.61805 -0.39765  -0.10
H4 3.17855 -0.80452 0.24679  0.29
H5 1.78481 -1.58109 -0.25734  0.27
H6 3.02400 -1.35082 -1.48992  0.27
C3 -2.26965 -0.18495 1.54777  -0.84
C4 -2.12532 0.48655 0.19502  -0.65
H7 -3.18352 0.24627 1.98405  0.26
H8 -2.41795 -1.25554 1.46461  0.30
H9 -1.56882 0.41908 2.14736  0.29
H10 -2.82727 1.26125 -0.14162  0.33
H11 -2.16417 -0.18801 -0.69176  0.26
H12 -1.13878 0.91836 0.01620  0.03

Cartesian forces (eV/Å) of the 2 atoms listed first:
0.0 0.3 -1.3
-0.3 -0.1 -0.1



The following is a DFT calculation (ωB97M-V/def2-TZVPD) of a cluster of 2 separate species, C4H12 in total.

For the strongest force on any atom, the calculation gives 1.77 eV/A. As for the HOMO energy: -11.310 eV.

Last column: Mulliken charge in e.
Element x y z (Å)
C1 -2.30753 -1.54328 1.07840  -0.89
C2 -1.64294 -0.90162 -0.11865  -0.50
H1 -1.62698 -2.10341 1.72114  0.31
H2 -2.65716 -0.74637 1.74271  0.26
H3 -3.17108 -2.16292 0.85920  0.29
H4 -2.15298 -0.02393 -0.49699  0.31
H5 -0.57722 -0.72510 0.03589  -0.08
H6 -1.56058 -1.60175 -0.96333  0.30
C3 1.87092 0.63874 -0.01794  -0.64
C4 1.99559 1.80243 -0.98969  -0.89
H7 0.86962 0.54903 0.38925  0.05
H8 2.17133 -0.32577 -0.43515  0.31
H9 2.48066 0.73258 0.88074  0.32
H10 1.38135 2.63887 -0.67896  0.27
H11 3.04388 2.13084 -0.94724  0.27
H12 1.88312 1.64167 -2.05938  0.30

Cartesian forces (eV/Å) of the 2 atoms listed first:
-0.1 0.7 1.0
0.8 -1.2 -1.0



The following is a DFT calculation (ωB97M-V/def2-TZVPD) of a cluster of 2 separate species, C4H12 in total.

For the strongest force on any atom, the calculation gives 1.77 eV/A. As for the HOMO energy: -11.397 eV.

Last column: Mulliken charge in e.
Element x y z (Å)
C1 -2.03695 0.03372 0.04937  -0.90
C2 -1.73286 0.80216 1.34609  -0.76
H1 -3.07752 -0.31703 -0.02181  0.35
H2 -1.73842 0.48211 -0.88568  0.29
H3 -1.63568 -0.97228 0.11493  0.23
H4 -2.61740 1.29071 1.74239  0.31
H5 -1.34817 0.09467 2.08184  0.25
H6 -0.97826 1.56085 1.14956  0.23
C3 2.48310 -0.32589 -0.23671  -0.94
C4 1.25428 -0.44505 -1.14880  -0.58
H7 2.35685 0.47582 0.49892  0.27
H8 2.73863 -1.23782 0.28991  0.29
H9 3.36343 -0.02739 -0.81241  0.30
H10 0.49946 -1.02798 -0.63226  0.07
H11 0.91855 0.53931 -1.45641  0.23
H12 1.55095 -0.92593 -2.07895  0.36

Cartesian forces (eV/Å) of the 2 atoms listed first:
-1.0 -1.3 0.6
0.0 -0.3 -0.7



The following is a DFT calculation (ωB97M-V/def2-TZVPD) of a cluster of 2 separate species, C4H12 in total.

For the strongest force on any atom, the calculation gives 4.16 eV/A. As for the HOMO energy: -11.391 eV.

Last column: Mulliken charge in e.
Element x y z (Å)
C1 0.31705 2.14363 1.15506  -0.94
C2 1.64619 1.88563 0.50828  -0.87
H1 0.28286 1.64961 2.13727  0.25
H2 0.41972 3.17847 1.39574  0.30
H3 -0.58716 1.94076 0.71897  0.40
H4 2.35541 2.66178 0.46731  0.37
H5 2.23692 1.04045 0.96018  0.25
H6 1.46577 1.47012 -0.45441  0.25
C3 -0.95205 -1.23594 -0.62024  -0.95
C4 -1.08415 -2.76096 -1.09310  -0.96
H7 -0.78205 -0.80292 -1.52047  0.34
H8 -1.95513 -1.04165 -0.38078  0.32
H9 -0.21729 -0.92641 0.10868  0.36
H10 -0.11555 -3.04901 -1.43932  0.32
H11 -1.00522 -3.32249 -0.15452  0.29
H12 -2.02533 -2.83105 -1.78863  0.28

Cartesian forces (eV/Å) of the 2 atoms listed first:
2.6 0.8 3.2
0.4 -3.4 -0.2



The following is a DFT calculation (ωB97M-V/def2-TZVPD) of a cluster of 2 separate species, C4H12 in total.

For the strongest force on any atom, the calculation gives 2.48 eV/A. As for the HOMO energy: -11.236 eV.

Last column: Mulliken charge in e.
Element x y z (Å)
C1 -1.16245 -2.49168 -0.79403  -0.82
C2 -1.81312 -1.15759 -0.40248  -0.79
H1 -0.07529 -2.35027 -0.72268  0.23
H2 -1.40793 -3.21657 -0.02087  0.29
H3 -1.29627 -2.70113 -1.85097  0.30
H4 -2.90261 -1.20515 -0.48355  0.32
H5 -1.52161 -0.43306 -1.16754  0.25
H6 -1.60176 -0.88391 0.62650  0.22
C3 1.56045 2.35833 0.14589  -0.93
C4 1.35327 1.15817 1.05659  -0.55
H7 1.05401 2.30957 -0.82384  0.28
H8 1.00285 3.23419 0.53259  0.26
H9 2.57224 2.72559 0.03080  0.31
H10 0.37970 0.71157 0.96127  0.10
H11 1.67247 1.46959 2.05619  0.28
H12 2.18605 0.47235 0.85610  0.25

Cartesian forces (eV/Å) of the 2 atoms listed first:
1.0 1.2 0.8
-0.6 -0.4 -1.0



The following is a DFT calculation (ωB97M-V/def2-TZVPD) of a cluster of 2 separate species, C4H12 in total.

For the strongest force on any atom, the calculation gives 2.38 eV/A. As for the HOMO energy: -11.409 eV.

Last column: Mulliken charge in e.
Element x y z (Å)
C1 -1.92360 -0.09649 -1.55989  -0.82
C2 -2.13010 1.32059 -0.98574  -0.74
H1 -2.90303 -0.54926 -1.73753  0.29
H2 -1.54129 -0.05568 -2.58216  0.27
H3 -1.39188 -0.71446 -0.85582  0.24
H4 -2.71098 1.24025 -0.06815  0.27
H5 -1.15403 1.57538 -0.54527  0.18
H6 -2.39888 2.01414 -1.77194  0.32
C3 1.62847 -0.35702 0.65551  -0.62
C4 2.38572 -0.83657 1.88830  -0.93
H7 1.92462 0.67170 0.45618  0.27
H8 2.04502 -0.88852 -0.20603  0.28
H9 0.54337 -0.43875 0.66310  0.14
H10 2.47352 -0.05455 2.65523  0.26
H11 2.05646 -1.76153 2.33363  0.32
H12 3.41603 -1.09954 1.62877  0.28

Cartesian forces (eV/Å) of the 2 atoms listed first:
-1.6 0.6 -0.6
1.8 -1.4 0.7



The following is a DFT calculation (ωB97M-V/def2-TZVPD) of a cluster of 2 separate species, C4H12 in total.

For the strongest force on any atom, the calculation gives 2.56 eV/A. As for the HOMO energy: -11.359 eV.

Last column: Mulliken charge in e.
Element x y z (Å)
C1 -1.71870 1.13468 -0.82696  -0.78
C2 -0.98588 0.69198 -2.05518  -0.76
H1 -1.24875 1.15773 0.16386  0.23
H2 -2.25811 2.08955 -0.90502  0.31
H3 -2.60730 0.45499 -0.76618  0.23
H4 -1.66701 0.15551 -2.72180  0.29
H5 -0.12808 0.02480 -1.87041  0.19
H6 -0.40986 1.48547 -2.57598  0.28
C3 1.91400 -0.41039 1.62816  -0.83
C4 0.88383 -1.43936 1.20284  -0.69
H7 2.95683 -0.69146 1.56545  0.31
H8 1.66034 0.50054 1.08333  0.22
H9 1.89329 -0.09162 2.69769  0.27
H10 1.08485 -1.83525 0.21352  0.24
H11 -0.14147 -1.00745 1.18655  0.16
H12 0.77205 -2.21971 1.98014  0.30

Cartesian forces (eV/Å) of the 2 atoms listed first:
-2.4 -0.2 0.8
2.0 0.1 -0.7



The following is a DFT calculation (ωB97M-V/def2-TZVPD) of a cluster of 2 separate species, C4H12 in total.

For the strongest force on any atom, the calculation gives 0.91 eV/A. As for the HOMO energy: -11.604 eV.

Last column: Mulliken charge in e.
Element x y z (Å)
C1 -1.71105 0.90603 -2.00522  -0.85
C2 -0.43870 1.42537 -1.33327  -0.55
H1 -1.80787 1.29149 -3.01909  0.29
H2 -1.70482 -0.18268 -2.08758  0.28
H3 -2.60071 1.15798 -1.42810  0.27
H4 0.02003 0.72078 -0.64820  -0.06
H5 -0.69360 2.26295 -0.67929  0.27
H6 0.35536 1.77421 -1.98759  0.34
C3 1.27207 -1.90243 1.52215  -0.85
C4 0.89787 -0.44711 1.82970  -0.72
H7 0.37699 -2.53627 1.53932  0.27
H8 1.79636 -1.98080 0.56476  0.26
H9 1.96906 -2.32537 2.23745  0.31
H10 0.69728 -0.29793 2.89829  0.33
H11 1.73064 0.23381 1.62507  0.27
H12 -0.01110 -0.19911 1.28737  0.15

Cartesian forces (eV/Å) of the 2 atoms listed first:
0.3 -0.4 -0.1
-0.2 0.5 0.8



The following is a DFT calculation (ωB97M-V/def2-TZVPD) of a cluster of 2 separate species, C4H12 in total.

For the strongest force on any atom, the calculation gives 3.84 eV/A. As for the HOMO energy: -11.389 eV.

Last column: Mulliken charge in e.
Element x y z (Å)
C1 -1.94172 0.15424 0.88166  -0.58
C2 -1.15012 -0.76036 1.83934  -0.96
H1 -1.40698 0.22457 -0.08065  0.03
H2 -2.90479 -0.31337 0.74182  0.27
H3 -2.14752 1.19815 1.08422  0.32
H4 -0.35715 -1.23818 1.37060  0.32
H5 -1.82590 -1.61024 2.14122  0.32
H6 -1.01772 -0.35865 2.85461  0.27
C3 1.75713 -0.16583 -1.92829  -0.78
C4 1.49246 0.87592 -0.76066  -0.60
H7 0.70224 -0.43505 -2.12497  0.20
H8 2.29912 0.14824 -2.81582  0.32
H9 2.34194 -0.97101 -1.49181  0.25
H10 1.41999 0.28694 0.16892  0.16
H11 0.49015 1.32600 -0.99333  0.14
H12 2.24887 1.63864 -0.88686  0.32

Cartesian forces (eV/Å) of the 2 atoms listed first:
0.5 -0.4 -0.9
-3.3 0.1 1.9



The following is a DFT calculation (ωB97M-V/def2-TZVPD) of a cluster of 2 separate species, C4H12 in total.

For the strongest force on any atom, the calculation gives 1.49 eV/A. As for the HOMO energy: -11.637 eV.

Last column: Mulliken charge in e.
Element x y z (Å)
C1 -0.27385 -1.65621 -1.04310  -0.66
C2 -1.23906 -0.62105 -1.64859  -0.90
H1 0.63667 -1.68641 -1.63424  0.23
H2 -0.04022 -1.39720 -0.00457  0.13
H3 -0.74677 -2.63852 -1.04832  0.33
H4 -1.90514 -0.17098 -0.92855  0.26
H5 -0.68996 0.21393 -2.09590  0.27
H6 -1.79964 -1.06503 -2.47098  0.33
C3 1.43029 0.73935 1.32228  -0.84
C4 0.09203 1.48269 1.32894  -0.67
H7 1.47124 -0.00157 2.11683  0.26
H8 1.63470 0.29305 0.34986  0.22
H9 2.28275 1.39597 1.49774  0.34
H10 -0.38155 1.32806 2.29582  0.27
H11 -0.64464 1.20748 0.58320  0.09
H12 0.17315 2.57645 1.37958  0.32

Cartesian forces (eV/Å) of the 2 atoms listed first:
-0.6 0.4 0.1
0.7 0.1 -0.5



Computed values of energy relative to the best compared isomer or geometry (same formula, charge and spin) (unit: kcal/mol) for the preceding records, in sequence: 10.7; 12.2; 5.2; 7.6; 22.3; 8.4; 7.9; 35.4; 11.8; 10.3; 12.6; 4.6; 22.3; 6.1.